7
Properties=species:S:1:pos:R:3 method="wB97M-V/def2-TZVPD" spin_multiplicity=3 max_force_ha_per_bohr=0.160 charge=+1 s2=2.01 total_energy_ev=-9875.15685
Au -0.2504 0.6739 1.7962
O -1.1978 1.5627 0.7024
O 0.6226 -0.6154 0.7765
C -0.2870 -0.0020 -1.3733
C 0.3965 -0.6612 -0.5713
H -0.7212 0.1157 -2.3556
H 1.4374 -1.0738 1.0252

---

86
Properties=species:S:1:pos:R:3 method="wB97M-V/def2-TZVPD" relative_energy_kcal_mol=4.88 max_force_ha_per_bohr=0.012 charge=-1
La -0.1810 0.4790 0.3540
I -1.8902 2.4646 -1.8910
Br 7.6425 -0.5012 0.4415
Br 4.1040 3.7258 -0.7393
O -0.9532 -2.5486 3.8512
O -4.0461 2.5554 2.0942
O 2.0141 1.6847 0.1307
O 0.1059 -2.3619 -0.4529
N -2.2638 -1.4980 -1.3644
N -2.4961 1.0820 1.1709
N 0.9710 0.3085 2.9729
N -1.2072 -0.9988 2.1313
N 2.3502 -0.9245 0.8528
N -0.6429 3.0587 1.2642
C -4.6255 -0.1839 1.0929
C 0.5872 0.2235 -2.2337
C -2.5719 -1.2212 1.8576
C -3.1747 -3.7019 -1.5271
C -3.2666 -0.0879 1.3687
C 0.2321 0.8829 -3.4703
C -2.1820 -2.8064 -1.1486
C 4.8884 -2.0240 1.1411
C 2.9544 0.4611 4.2954
C -0.9412 -3.3075 -0.4516
C -1.2053 2.4261 -4.7633
C 0.5337 1.2511 -5.9105
C 0.9287 0.6338 -4.6964
C -4.3104 -3.2157 -2.1426
C -4.4125 -1.8518 -2.3654
C 2.4208 -0.8431 -3.5369
C -0.6024 -1.5820 3.1627
C -0.8269 1.8314 -3.5929
C 0.6792 -0.8543 3.5648
C 2.5075 -2.1513 1.2788
C 3.4507 -0.1698 0.5753
C -2.3672 4.6937 1.4492
C 1.6864 -0.6107 -2.3465
C -1.4427 5.7075 1.2606
C 4.3410 1.9300 -0.1785
C -4.6241 -2.4974 1.7468
C 5.8506 0.1400 0.3285
C 3.1980 1.2017 0.1674
C 3.7740 -2.7423 1.4527
C 0.2468 4.0390 1.0840
C -3.3725 -1.0381 -1.9537
C 4.7634 -0.6933 0.6791
C 2.0427 -0.2430 -4.6954
C 2.6522 -0.7487 4.9051
C -3.2698 -2.4121 2.0556
C -0.5156 2.1194 -5.9549
C 1.4916 -1.4103 4.5414
C -1.9335 3.3779 1.4302
C 2.0812 0.9476 3.3392
C -0.1090 5.3767 1.0733
C -2.9568 2.2575 1.5921
C -5.3010 -1.3873 1.2653
C 5.6398 1.4173 -0.0985
H 0.2718 -2.0747 -1.3663
H 1.1846 -2.3499 4.9788
H -5.2874 -1.4177 -2.8313
H 1.2722 3.7263 0.9156
H -1.7585 6.7443 1.2517
H 5.8755 -2.4545 1.2496
H 2.2865 1.8800 2.8219
H -0.6185 -4.2379 -0.9282
H -3.0528 -4.7603 -1.3253
H -5.1500 -3.4331 1.8995
H -2.0203 3.1384 -4.7756
H -3.4288 0.0349 -2.0916
H 3.3149 -1.1685 5.6522
H 6.4782 2.0427 -0.3722
H -1.1715 -3.5267 0.5931
H 3.2829 -1.5026 -3.5163
H 2.0495 -1.1482 -1.4739
H 0.6482 6.1328 0.9119
H 3.8463 -3.7585 1.8196
H 1.0933 1.0168 -6.8101
H -5.1481 0.6975 0.7472
H 2.5801 -0.4100 -5.6229
H -5.1058 -3.8882 -2.4412
H 1.6031 -2.7142 1.4798
H -0.8166 2.5870 -6.8856
H -2.7454 -3.2602 2.4727
H 3.8510 1.0140 4.5423
H -3.4204 4.8787 1.6114
H -6.3598 -1.4483 1.0364

---

69
Properties=species:S:1:pos:R:3 method="wB97M-V/def2-TZVPD" max_force_ha_per_bohr=0.047 smiles="O=S(=O)(F)N(CB(O)O)CB(O)O.O=C1C=CC(=O)C=C1.O=C1C=CC(=O)C=C1.O=C1C=CC(=O)C=C1.O=C1C=CC(=O)C=C1" total_energy_ev=-72411.45858
S -1.1338 0.6983 -3.4260
F -1.8164 1.8190 -2.5962
O 1.6923 3.2660 -4.3010
O -0.8720 1.2257 -4.6980
O 0.6920 -6.1983 -4.7408
O 2.3083 3.0186 -2.0716
O -1.1376 -1.3026 -0.6034
O -1.9465 -0.4280 -3.3671
O 3.2025 -1.8837 -2.9854
O -3.7980 -1.4052 -0.3573
O -6.9012 -2.0247 3.8817
O -0.8719 -4.9334 7.1175
O 3.1923 5.3361 1.8594
O -2.2989 -0.2843 5.0318
O -1.1354 0.4620 0.9402
O 5.7943 7.5941 -2.1592
N 0.2594 0.4131 -2.5885
C -2.3212 -3.0822 7.2114
C -2.6813 -1.9142 6.6875
C -4.2717 -0.7666 1.8604
C 1.4610 0.8839 -3.3153
C -5.0555 -0.9226 2.9238
C -4.5085 -1.5410 0.6221
C -5.6419 -2.4936 0.6015
C 0.7355 -4.4207 -3.1982
C 5.5609 7.3652 0.1713
C 1.2648 -5.2105 -4.3382
C 5.1978 7.0771 -1.2401
C 4.0781 6.1332 -1.4803
C -6.4244 -2.6514 1.6646
C 3.4233 5.5670 -0.4711
C -1.1980 -3.8691 6.6412
C -6.1911 -1.8784 2.9120
C 0.2040 0.8366 -1.1739
C -0.4913 -3.3023 5.4646
C 2.6283 -2.8756 -3.3873
C 3.7865 5.8545 0.9387
C 2.5267 -4.7439 -4.9695
C -1.9736 -1.3489 5.5119
C 1.3681 -3.3380 -2.7559
C 4.9064 6.7992 1.1810
C 3.1586 -3.6608 -4.5279
C -0.8516 -2.1343 4.9408
B -0.7408 -0.0775 -0.2560
B 1.8242 2.4381 -3.2199
H 2.3033 0.3249 -2.9158
H -0.1530 1.8552 -1.0643
H 2.9417 2.3834 -1.6896
H 4.0787 -3.3031 -4.9724
H 2.8946 -5.3325 -5.8001
H -1.1593 1.4308 0.8913
H 6.3805 8.0555 0.3248
H 1.2007 0.7858 -0.7591
H 2.5463 3.3867 -4.7515
H -5.7902 -3.0457 -0.3176
H -2.1217 -1.3372 -0.5741
H 0.9947 -2.7468 -1.9282
H -2.8223 -3.5132 8.0685
H 3.8277 5.9351 -2.5149
H -4.8998 -0.3688 3.8412
H -3.4974 -1.3254 7.0868
H 0.3238 -3.8914 5.0645
H -3.4344 -0.0799 1.8488
H -7.2576 -3.3422 1.6747
H 1.4198 0.6363 -4.3623
H -0.1863 -4.7742 -2.7550
H 5.1543 6.9952 2.2165
H -0.3523 -1.7023 4.0825
H 2.6057 4.8780 -0.6300

---

19
Properties=species:S:1:pos:R:3 method="wB97M-V/def2-TZVPD" relative_energy_kcal_mol=79.85 spin_multiplicity=2 max_force_ha_per_bohr=0.114 charge=+1 s2=0.77
N 1.8717 -0.9793 -1.4165
N -1.0056 1.0672 -0.4085
C -0.8782 -0.3263 -0.1432
C -0.3871 1.9771 0.7607
C 1.7122 -0.3147 -0.0040
C -1.8861 -1.1009 -0.4890
C 0.3424 -0.7197 0.7929
H 0.7694 1.7790 0.7149
H 2.5740 -0.6534 0.4597
H 0.1862 -1.8438 1.0911
H -1.9497 1.2291 -0.5005
H 1.3941 -1.8067 -1.3663
H 1.6858 0.7570 -0.0394
H -1.9279 -2.0815 -0.1253
H -2.7201 -0.8288 -1.0869
H -0.7846 1.5726 1.6830
H -0.6831 3.0054 0.4639
H 1.5750 -0.3555 -2.1325
H 0.1115 -0.3768 1.7458

---

96
Properties=species:S:1:pos:R:3 method="wB97M-V/def2-TZVPD" relative_energy_kcal_mol=37.02 spin_multiplicity=2 max_force_ha_per_bohr=0.010 charge=-2 s2=0.76
As -3.1700 -4.0831 -0.1479
As -2.0120 -0.6251 0.7898
Fe 0.7544 0.8016 0.2038
S 2.9558 2.8417 1.1319
Si 0.7796 -0.7442 -2.9368
O 1.5693 0.0037 -1.5532
O -1.4102 -2.5638 3.4235
O 3.5437 2.1907 2.2866
O 3.5993 -0.7418 -2.1294
O -0.8284 -3.5114 -2.4715
O 0.1617 -1.9995 -1.2399
O -6.6449 -2.4669 0.5304
O -0.7694 3.0831 5.4829
O -0.4907 2.3027 -0.4496
O -5.1415 0.6660 0.8351
O -6.0599 -3.0045 -1.5208
O 0.1014 -3.8086 2.4161
O 1.5943 -0.5910 1.4320
O 2.0174 -0.9408 3.6150
O 1.9662 3.8619 1.3875
O -1.7388 3.9828 0.3901
O -5.3370 0.1429 -1.2859
N 2.4311 1.8540 0.0075
N 0.2084 1.4916 1.8781
C 5.5489 3.7751 0.9267
C -3.8118 -1.1750 0.1044
C -4.2715 -2.4236 -0.0478
C -4.7655 -0.0260 -0.0742
C -0.9847 3.0183 0.4852
C -3.3982 -4.6523 1.7230
C -1.3854 -4.7959 -2.6461
C 4.0929 4.2795 -0.9185
C -0.9396 3.1351 3.0850
C 7.5018 5.7826 -1.6475
C -1.0370 -0.2872 -3.0285
C -6.2600 -2.2119 1.8890
C 0.6766 0.9231 2.9820
C 1.0868 -3.8335 1.3711
C -1.4458 -3.2538 -0.1127
C 0.3645 1.4381 4.2224
C 4.3104 3.6866 0.3196
C -0.7138 -2.9035 -1.2505
C 2.9043 -0.0407 -1.4352
C 3.4454 0.8667 -0.3622
C 1.4817 -2.2937 -3.7305
C -5.7026 -2.6544 -0.4269
C -0.8844 -2.8911 2.3750
C -4.6336 -0.2457 -2.4737
C -0.5698 2.5625 1.8881
C -2.6762 -0.0632 2.5464
C 5.1246 4.9591 -1.5418
C 6.5776 4.4668 0.2948
C -1.3226 -2.3943 1.0700
C 1.4210 0.5509 -4.1979
C 1.5192 -0.3197 2.6882
C 6.3812 5.0617 -0.9442
C -0.4533 2.5640 4.2580
H -6.0103 -1.1615 2.0308
H -1.6862 -0.7958 -2.3209
H -1.1284 0.7908 -2.8682
H 3.1158 4.1890 -1.3772
H 2.5058 0.5000 -4.3218
H 1.1559 1.5662 -3.8891
H -2.6626 -5.4302 1.9292
H 0.7456 0.9740 5.1201
H -1.5791 4.0099 3.0770
H 2.4161 -2.0357 -4.2284
H -1.3183 3.8613 5.3427
H 0.7623 -2.6396 -4.4801
H 2.0365 -4.0178 1.8699
H -3.3143 -0.8240 2.9868
H -2.4709 -4.7663 -2.7386
H -3.7585 0.3889 -2.6081
H 3.7421 0.2202 0.4721
H -1.1206 -5.4577 -1.8176
H 4.9558 5.4168 -2.5108
H -3.2678 -3.8465 2.4407
H -0.9557 -5.1810 -3.5720
H 4.3540 1.3188 -0.7748
H -1.3812 -0.5055 -4.0455
H -7.1332 -2.4702 2.4844
H -4.3364 -1.2912 -2.4533
H 8.3406 5.9584 -0.9733
H 0.9671 0.3721 -5.1801
H -3.2106 0.8722 2.4064
H 7.8709 5.1998 -2.4948
H -5.3383 -0.0921 -3.2863
H 7.5495 4.5366 0.7719
H 1.1427 -2.8761 0.8558
H 0.8601 -4.6338 0.6663
H -1.8123 0.0806 3.1918
H -4.3972 -5.0822 1.8175
H 5.6940 3.2934 1.8849
H 7.1688 6.7471 -2.0352
H 1.6558 -3.1040 -3.0280
H -5.4182 -2.8316 2.1896

---

73
Properties=species:S:1:pos:R:3 method="wB97M-V/def2-TZVPD" relative_energy_kcal_mol=28.82 spin_multiplicity=5 max_force_ha_per_bohr=0.007 s2=6.07
Rh 0.6212 -0.0602 -0.3820
S -0.1905 -2.0689 0.5412
S -1.5432 0.5663 -0.6915
P 0.4844 1.4082 3.0933
P 1.6718 1.8605 -1.1370
O 0.3274 0.5259 1.8832
O 2.5431 -0.6243 -0.0183
O 4.7225 -0.1888 0.0871
N -4.7275 0.2565 1.1388
N -3.0821 -3.0358 2.6199
C 0.2146 0.4632 5.7193
C 0.3816 3.4495 0.7107
C 0.3771 3.7244 -2.7700
C -2.5683 6.7415 1.7081
C -1.9825 5.5856 1.3161
C -1.1391 4.7500 2.2409
C 1.8930 2.2449 -3.9042
C 3.8500 3.0668 4.6441
C 2.6928 4.0151 0.3841
C -2.3404 -0.4364 0.4125
C -0.4071 0.7487 4.5052
C 2.5188 2.8029 4.3690
C 4.8470 2.3076 4.0386
C 1.3221 5.3047 1.8880
C 4.5202 1.2798 3.1647
C -1.7710 0.4999 4.3392
C -2.4208 7.2311 3.0283
C 0.6776 3.9023 -5.1496
C -1.6489 6.4970 3.9623
C -0.5308 -0.0821 6.7563
C 3.1881 0.9967 2.8955
C -1.8843 -0.3381 6.5841
C -2.4909 -2.3996 1.8672
C -2.5056 -0.0524 5.3743
C 0.0690 4.3303 -3.9778
C 3.3982 1.3013 -1.2025
C 1.3024 2.6821 -2.7199
C 2.5477 5.0620 1.2812
C -1.0403 5.3372 3.6181
C 0.2283 4.4943 1.6121
C -3.6758 -0.0629 0.8009
C -1.7477 -1.5849 0.9375
C 3.6052 0.0808 -0.2969
C 1.6027 3.1990 0.0906
C 2.1889 1.7605 3.5008
C 1.5885 2.8577 -5.1110
H -0.0946 4.0812 -1.8622
H -2.4587 -0.7671 7.3947
H 0.4412 4.3811 -6.0908
H -1.6098 3.7576 2.3266
H -0.6489 5.1398 -4.0018
H -3.5578 -0.2638 5.2346
H 3.6482 0.9802 -2.2123
H 2.0638 2.5147 -6.0209
H -0.4721 2.8087 0.5039
H 1.2746 0.6417 5.8486
H -0.4616 4.7842 4.3493
H 1.7389 3.4050 4.8235
H -2.9045 8.1507 3.3254
H -3.1649 7.3026 0.9990
H 2.9266 0.1916 2.2207
H -0.0485 -0.3192 7.6956
H -2.1057 5.2223 0.3021
H 3.3974 5.6934 1.5083
H 5.2892 0.6977 2.6751
H 3.6569 3.8499 -0.0773
H 4.1133 3.8695 5.3207
H 4.1029 2.0799 -0.9282
H -1.5449 6.8729 4.9730
H 1.2151 6.1267 2.5858
H 5.8867 2.5237 4.2496
H -2.2537 0.7167 3.3918
H 2.5902 1.4183 -3.9026